Below is a cluster of 2 separate species, C23H18F6N in total, with properties calculated with ωB97M-V with the def2-TZVPD basis set.

* M: 422.392 g mol⁻¹
* E_LUMO: -6.44 eV
* spin multiplicity: 1
* net charge: +1
* E_tot: -1540.9208 a.u.

```
48
Properties=species:S:1:pos:R:3:forces:R:3
F -5.047968 4.162378 1.194750 0.252 -1.222 -0.666
C -5.012970 2.976273 0.507800 -2.092 0.947 0.064
F -5.926728 2.147297 1.095506 1.031 0.717 -0.546
F -5.481879 3.244336 -0.754606 0.762 -0.375 1.221
C -3.632953 2.384553 0.489497 -0.075 -0.547 -0.041
C -3.481885 1.006576 0.696516 0.215 0.406 -0.045
C -2.207812 0.477255 0.660160 0.499 -0.607 -0.196
C -1.057091 1.266698 0.367845 -0.800 0.409 -0.024
C 0.216040 0.633464 0.349776 -0.073 0.975 0.976
C 1.482063 1.272141 0.499481 0.991 0.202 0.457
C 1.716637 2.641681 0.860773 -0.066 -0.044 -0.420
C 2.990299 3.196757 0.829975 -0.261 -0.187 0.062
C 4.085408 2.367970 0.585059 -0.140 -0.429 -0.225
C 5.474029 2.941632 0.515169 2.052 0.787 -0.045
F 6.408234 2.092734 1.051080 -1.147 0.747 -0.551
F 5.854417 3.175801 -0.782969 -0.616 -0.324 1.283
F 5.590175 4.127163 1.182691 -0.343 -1.156 -0.634
C 3.928104 0.989863 0.384230 -0.099 0.255 0.039
C 2.652401 0.463290 0.370569 -0.466 -0.300 -0.379
C -1.282284 2.659303 0.136534 0.107 -0.053 0.024
C -2.548513 3.215402 0.219422 0.395 -0.044 -0.117
H -4.347135 0.368712 0.864176 0.236 0.220 0.078
H -2.058374 -0.584240 0.871139 -0.077 0.260 -0.205
H 0.209824 -0.452481 0.348734 0.014 -0.038 -0.252
H 0.901194 3.277201 1.179689 0.095 -0.101 -0.059
H 3.144249 4.266428 0.998582 -0.111 -0.478 0.123
H 4.795668 0.352080 0.219036 -0.236 0.184 0.148
H 2.515369 -0.607361 0.220697 0.061 0.202 -0.093
H -0.452233 3.302598 -0.129005 -0.238 -0.124 -0.190
H -2.702073 4.284079 0.041510 0.067 -0.449 0.082
C -0.837793 -1.124142 -3.438499 0.956 0.253 0.194
N -0.734191 -1.612364 -2.041538 -0.232 -1.743 -0.386
C -0.022852 -2.668707 -1.863440 0.401 0.210 -0.712
C -0.165775 -3.613594 -0.745539 0.072 0.238 0.992
C 0.888223 -4.499190 -0.402720 -0.654 0.542 0.045
C 0.766669 -5.293395 0.739251 -0.218 -0.045 0.123
C -0.392388 -5.256356 1.536148 0.098 0.474 -0.630
C -1.443851 -4.406935 1.153707 0.094 -0.026 -0.139
C -1.353096 -3.597036 0.014527 0.622 -0.221 0.263
H -1.799931 -0.619120 -3.541189 0.193 0.051 0.013
H -0.014538 -0.393435 -3.584025 -0.539 -0.249 -0.342
H -0.795468 -1.923478 -4.225527 0.174 0.581 0.878
H 0.793742 -2.990898 -2.561953 -0.836 0.252 -0.128
H 1.793104 -4.517530 -1.026576 -0.405 -0.067 0.366
H 1.581353 -5.949526 1.031588 -0.087 0.065 -0.112
H -0.472024 -5.880446 2.435398 0.030 0.319 -0.485
H -2.348558 -4.371928 1.749862 0.030 -0.079 -0.020
H -2.166836 -2.931492 -0.303305 0.361 -0.386 0.209
```
Positions in Å, forces in eV/Å.


Below is an isolated molecule of C5H7N, with properties calculated with ωB97M-V with the def2-TZVPD basis set.

* energy above the lowest of the compared OMol25 structures with the same formula, charge and spin: 436.3 kJ/mol
* M: 81.118 g mol⁻¹
* SMILES: C=C=C1N[C@@H]1C
* E_LUMO: 0.60 eV
* spin multiplicity: 1
* net charge: 0
* E_tot: -249.3071 a.u.

```
13
Properties=species:S:1:pos:R:3:forces:R:3
C 1.664625 -0.794409 0.497872 0.306 -0.161 0.178
C 0.212170 -1.016076 0.218756 0.415 -0.458 0.084
N -0.837195 -0.522335 1.173800 0.138 -0.145 0.307
C -0.571701 0.153333 0.016961 0.999 0.138 0.869
C -0.623755 1.395088 -0.432179 -0.653 -0.620 -0.511
C -1.490222 1.612914 -1.397336 -1.314 0.524 -0.539
H 1.842244 0.224369 0.861364 -0.047 -0.221 -0.071
H 1.997788 -1.511252 1.247697 0.223 -0.026 0.001
H 2.246439 -0.938701 -0.416995 -0.027 0.019 0.143
H -0.076020 -1.948376 -0.252272 -0.004 -0.006 0.051
H -0.481014 0.020740 1.955717 -0.168 -0.265 0.284
H -2.076658 0.750758 -1.735049 -0.117 0.634 -0.243
H -1.806698 2.573946 -1.738336 0.248 0.587 -0.551
```
Positions in Å, forces in eV/Å.